[1]
{"formula": "C6H14ClNS3", "method": "wB97M-V/def2-TZVPD", "species": ["Cl", "S", "S", "S", "N", "C", "C", "C", "C", "C", "C", "H", "H", "H", "H", "H", "H", "H", "H", "H", "H", "H", "H", "H", "H"], "positions_angstrom": [[0.68007, -0.34344, -1.07500], [-2.12556, -0.80601, -0.59624], [-5.83731, 0.95571, 0.50075], [4.99616, 1.52445, 0.01622], [-3.65408, -0.48813, 0.08436], [3.76578, -1.17824, 1.51523], [-4.35633, 0.64957, -0.11549], [3.82136, 0.26677, -0.57084], [-1.03435, -0.22377, 0.72028], [2.94523, -0.35366, 0.52310], [1.86997, -1.24923, -0.08661], [4.08321, 2.46663, 0.29948], [4.23494, -2.03653, 1.01583], [2.31434, -2.01110, -0.73692], [-0.01445, -0.39153, 0.37279], [-1.17399, 0.84415, 0.90556], [4.44187, -0.51154, -1.03354], [3.20640, 0.70078, -1.36234], [1.29724, -1.74844, 0.69908], [4.56179, -0.56790, 1.95409], [-3.82446, 1.36190, -0.74942], [2.43805, 0.45474, 1.06476], [-4.10069, -1.21215, 0.63865], [-1.18807, -0.78806, 1.64257], [3.13857, -1.56075, 2.32831]], "orbital_gap_ev": 9.06, "relative_energy_kj_mol": 0.00, "homo_energy_ev": -8.491}


[2]
{"formula": "C2H6ClO2P", "method": "wB97M-V/def2-TZVPD", "species": ["Cl", "P", "O", "O", "C", "C", "H", "H", "H", "H", "H", "H"], "positions_angstrom": [[-0.42328, 1.51320, 3.14523], [0.68262, 0.38485, 1.97324], [-0.13672, 1.04824, -0.38905], [1.95544, 1.36098, 1.80354], [-0.19081, -1.24150, -1.17884], [-0.95248, 0.02935, -0.78854], [-1.70054, -0.21591, -0.00938], [2.29393, 1.38148, 0.90637], [0.49276, -1.49991, -0.37258], [-0.87283, -2.07186, -1.34665], [-1.53544, 0.38255, -1.65822], [0.38734, -1.07147, -2.08511]], "orbital_gap_ev": [7.05, 8.27], "relative_energy_kj_mol": 309.47, "homo_energy_ev": [-8.307, -9.336]}


[3]
{"formula": "CH4BrClSi", "method": "wB97M-V/def2-TZVPD", "species": ["Br", "Cl", "Si", "C", "H", "H", "H", "H"], "positions_angstrom": [[-2.07688, 0.77027, -0.10590], [-2.09120, -2.20060, -0.08106], [1.54930, 0.72308, -0.40849], [-1.15910, -0.76751, 0.41198], [1.74615, 1.67860, 0.69040], [-1.08038, -0.86378, 1.53850], [2.76427, 0.17989, -0.90219], [0.34785, 0.48005, -1.14323]], "orbital_gap_ev": [8.15, 6.23], "relative_energy_kj_mol": 596.56, "homo_energy_ev": [-8.985, -7.525]}